Here is 11 unconnected molecules or ions with the total composition C42H80BrN2O12S at a distorted geometry from the Open Molecules 2025 dataset. Energies are from ωB97M-V/def2-TZVPD.

```
! RIJCOSX wB97M-V def2-TZVPD def2/J DEFGRID3
* xyz 1 1
C 6.334 5.125 -3.497
H 6.432 0.281 0.317
C 5.263 -1.597 -1.270
C -3.625 1.984 -1.721
C 5.300 -0.682 -3.740
H -6.012 -5.021 -4.831
H -0.945 -2.506 -3.344
C -0.199 -6.102 0.294
O 6.520 5.295 -2.074
H -2.487 5.138 -0.763
H 5.376 5.694 -3.785
C 5.957 0.640 -4.254
H -4.222 5.977 0.782
O 1.329 -2.505 4.012
C 1.052 -6.343 2.530
H -6.030 5.819 7.461
O -6.450 2.831 6.853
C -0.034 -5.677 1.728
C -0.581 -4.613 -3.446
H -5.340 1.939 4.551
C 6.838 2.440 -0.033
H -6.287 -4.336 2.998
C -0.934 -2.127 4.643
H 5.936 0.981 -5.336
H -5.324 6.491 2.097
C 6.421 -2.718 -6.822
H -7.379 2.677 9.168
C -6.809 3.604 9.072
H -2.524 7.958 1.433
H 4.942 -2.586 -1.769
C -6.416 -3.303 2.668
C -3.474 1.231 3.783
H -7.354 -3.227 2.114
O -2.689 5.617 3.426
C 6.086 3.593 -3.937
C -6.247 3.701 7.679
N 6.573 1.281 -3.110
C -3.889 -2.943 2.356
H -0.866 -2.749 1.870
O 6.277 -1.533 -7.060
H -3.627 8.470 2.749
H -5.574 -6.627 -4.215
H -1.967 -6.123 -4.032
H -3.899 2.468 5.475
C -5.274 -2.905 1.771
H 1.054 -5.938 3.544
H -4.549 4.964 7.998
H 0.722 -2.990 -2.973
H 7.968 2.396 -4.263
H -5.995 3.592 9.801
H -1.703 -2.868 4.416
O -4.543 -5.592 -2.186
H 8.118 0.612 -0.346
C -3.179 2.266 2.731
Br 3.295 -1.386 1.226
H 6.456 3.098 -0.880
H 8.185 -3.871 -6.448
C -3.263 6.364 2.654
C -2.819 7.791 2.471
C 5.222 5.417 -1.405
C 5.823 2.529 1.240
C 7.513 -3.203 -5.905
H 4.817 6.490 -1.465
H -0.438 -7.167 0.247
H 5.400 5.102 -0.321
C -4.444 5.895 1.847
C 5.515 -3.755 -7.431
C -5.424 4.918 7.346
C -2.379 4.197 -1.306
H -1.357 -1.121 4.611
H 6.091 -1.772 -0.507
H 7.076 -3.721 -5.049
H -4.108 2.589 2.258
C -6.100 -5.699 -3.980
H -2.667 3.119 3.182
H -3.595 2.104 -2.806
C 7.245 2.588 -3.383
H -1.959 7.988 3.115
H -2.530 1.831 1.967
H 7.819 2.928 0.333
C -0.135 -3.184 -3.621
H 3.704 3.967 0.675
H 8.087 -2.348 -5.542
H 6.045 3.444 1.899
H 7.199 5.520 -4.125
O 3.225 -0.223 -1.319
H -0.521 -1.002 2.064
H -2.294 4.416 -2.373
O -4.496 3.711 -0.340
C -0.134 -2.014 2.205
O -0.010 -5.362 -2.675
H -6.463 -2.634 3.529
C 0.192 -2.240 3.655
H 5.911 3.473 -5.061
C 7.011 0.903 -0.464
H -2.639 -4.481 -4.011
H 0.869 -7.418 2.582
H 2.025 -6.147 2.073
H -1.479 3.690 -0.951
H -4.551 1.473 -1.450
H -7.124 -3.922 -2.004
S 4.034 2.616 0.712
H -2.780 1.379 -1.384
H -1.017 -5.540 -0.159
O -0.752 -4.826 2.223
O -3.013 0.104 3.710
H 5.092 3.277 -3.436
H -7.476 4.446 9.264
H 6.099 -4.446 -8.042
H 4.989 -4.298 -6.642
H -4.486 0.799 5.609
C -1.758 -5.076 -4.260
H -1.531 -4.989 -5.325
C -5.484 -5.071 -2.758
H -7.150 -5.932 -3.789
H -5.085 4.854 6.310
N 5.652 -0.594 -2.325
H 0.775 -2.130 1.612
H -0.553 -2.315 5.650
H -3.824 -2.258 3.204
H -5.532 -3.438 -1.385
C -3.587 3.333 -1.054
H -3.647 -3.961 2.672
H 0.717 -5.895 -0.262
C -4.359 1.643 4.927
H 7.800 3.034 -2.497
C -6.075 -3.775 -2.271
H 0.164 -3.013 -4.658
H -5.985 -3.011 -3.048
H -4.650 4.850 2.081
C 6.435 0.539 -1.898
H 5.926 1.615 1.928
H 4.778 -3.261 -8.067
C 3.904 -1.002 -0.607
H -3.168 -2.632 1.598
H 4.701 -1.486 -4.267
H 4.439 4.698 -1.847
O -5.464 -2.564 0.617
*
```

Values from the calculation:
E_LUMO = -2.740 eV
ΔE to the lowest compared entry with this formula, charge and spin = 465.4 kJ/mol

Here are the Löwdin charges for atoms 1 to 99, given in e: number 1, C, carries -0.215; number 2, H, carries 0.107; number 3, C, carries -0.082; number 4, C, carries -0.020; number 5, C, carries 0.085; number 6, H, carries 0.083; number 7, H, carries 0.087; number 8, C, carries -0.022; number 9, O, carries -0.234; number 10, H, carries 0.072; number 11, H, carries 0.133; number 12, C, carries 0.045; number 13, H, carries 0.069; number 14, O, carries 0.021; number 15, C, carries -0.015; number 16, H, carries 0.087; number 17, O, carries 0.053; number 18, C, carries -0.472; number 19, C, carries -0.487; number 20, H, carries 0.087; number 21, C, carries -0.232; number 22, H, carries 0.087; number 23, C, carries -0.011; number 24, H, carries 0.141; number 25, H, carries 0.093; number 26, C, carries -0.513; number 27, H, carries 0.084; number 28, C, carries -0.024; number 29, H, carries 0.083; number 30, H, carries 0.154; number 31, C, carries -0.019; number 32, C, carries -0.469; number 33, H, carries 0.082; number 34, O, carries 0.047; number 35, C, carries -0.132; number 36, C, carries -0.496; number 37, N, carries -0.049; number 38, C, carries -0.020; number 39, H, carries 0.048; number 40, O, carries 0.041; number 41, H, carries 0.087; number 42, H, carries 0.082; number 43, H, carries 0.090; number 44, H, carries 0.085; number 45, C, carries -0.479; number 46, H, carries 0.085; number 47, H, carries 0.088; number 48, H, carries 0.073; number 49, H, carries 0.148; number 50, H, carries 0.087; number 51, H, carries 0.080; number 52, O, carries 0.049; number 53, H, carries 0.143; number 54, C, carries -0.014; number 55, Br, carries 0.800; number 56, H, carries 0.065; number 57, H, carries 0.091; number 58, C, carries -0.494; number 59, C, carries -0.024; number 60, C, carries -0.112; number 61, C, carries -0.514; number 62, C, carries -0.027; number 63, H, carries 0.113; number 64, H, carries 0.094; number 65, H, carries 0.071; number 66, C, carries -0.021; number 67, C, carries -0.020; number 68, C, carries -0.022; number 69, C, carries -0.017; number 70, H, carries 0.061; number 71, H, carries 0.134; number 72, H, carries 0.082; number 73, H, carries 0.077; number 74, C, carries -0.028; number 75, H, carries 0.074; number 76, H, carries 0.085; number 77, C, carries -0.104; number 78, H, carries 0.082; number 79, H, carries 0.079; number 80, H, carries 0.133; number 81, C, carries -0.023; number 82, H, carries -0.127; number 83, H, carries 0.080; number 84, H, carries 0.089; number 85, H, carries 0.135; number 86, O, carries -0.042; number 87, H, carries 0.088; number 88, H, carries 0.087; number 89, O, carries 0.054; number 90, C, carries -0.046; number 91, O, carries 0.051; number 92, H, carries 0.087; number 93, C, carries -0.492; number 94, H, carries 0.121; number 95, C, carries -0.076; number 96, H, carries 0.078; number 97, H, carries 0.087; number 98, H, carries 0.085; number 99, H, carries 0.086

---

Here is a single C6H6 molecule from the Open Molecules 2025 dataset. Energies are from ωB97M-V/def2-TZVPD.

```
! RIJCOSX wB97M-V def2-TZVPD def2/J DEFGRID3
* xyz 0 1
C -0.030 1.272 0.468
C -0.541 2.276 0.891
C -0.016 -1.093 0.801
H 0.711 0.607 -2.095
C 0.542 0.002 -0.014
C -0.513 -1.948 1.485
H 1.629 0.029 0.143
H -1.003 3.155 1.283
H -0.802 -0.241 -1.706
H 0.715 -1.156 -1.845
H -0.965 -2.691 2.105
C 0.274 -0.211 -1.515
*
```

Values from the calculation:
E_LUMO = 1.037 eV
ΔE to the lowest compared entry with this formula, charge and spin = 370.2 kJ/mol
SMILES = C#CC(C)C#C

Löwdin atomic charges, in units of e: number 1, C, carries -0.117; number 2, C, carries 0.125; number 3, C, carries -0.117; number 4, H, carries 0.082; number 5, C, carries -0.400; number 6, C, carries 0.125; number 7, H, carries 0.145; number 8, H, carries 0.027; number 9, H, carries 0.087; number 10, H, carries 0.082; number 11, H, carries 0.027; number 12, C, carries -0.066

---

Here is a molecular structure, C4H3LiMgNaO2 at a distorted geometry from the Open Molecules 2025 dataset. Energies are from ωB97M-V/def2-TZVPD.

```
! RIJCOSX wB97M-V def2-TZVPD def2/J DEFGRID3
* xyz 1 1
H 2.765 -0.703 0.661
O -1.378 -0.294 1.004
C -1.191 0.099 -0.236
H -1.328 0.829 -1.341
O 1.828 1.141 0.499
C 1.005 -0.911 -0.544
Li -2.486 2.087 1.167
Na -0.479 -2.504 0.672
H -0.507 -0.607 -2.119
Mg 0.054 1.287 1.187
C 1.890 -0.218 0.204
C -0.172 -0.205 -1.154
*
```

Values from the calculation:
E_LUMO (spin up / spin down) = -4.887 / -4.605 eV
ΔE to the lowest compared entry with this formula, charge and spin = 80.7 kJ/mol

Löwdin atomic charges, in units of e: number 1, H, carries 0.115; number 2, O, carries -0.277; number 3, C, carries -0.511; number 4, H, carries 0.213; number 5, O, carries -0.301; number 6, C, carries -0.045; number 7, Li, carries 0.678; number 8, Na, carries 0.737; number 9, H, carries 0.123; number 10, Mg, carries 0.794; number 11, C, carries -0.317; number 12, C, carries -0.209

---

Here is a molecular structure, C7H8BrClO at a distorted geometry from the Open Molecules 2025 dataset. Energies are from ωB97M-V/def2-TZVPD.

```
! RIJCOSX wB97M-V def2-TZVPD def2/J DEFGRID3
* xyz 0 1
C 0.276 -1.128 -1.501
C -0.215 -1.627 -0.241
H -0.213 -1.368 -2.329
C -1.955 1.070 0.600
Cl 2.233 2.165 -0.281
C 1.601 0.521 -0.194
H -2.386 2.058 0.602
H 0.487 0.858 1.765
H -0.651 -2.652 -0.214
C 1.129 -0.092 -1.522
Br 3.080 -0.553 0.635
H 1.684 0.128 -2.428
C -0.087 -0.850 0.858
O -0.642 1.288 0.141
H -0.402 -1.402 1.787
H -2.613 0.322 -0.054
C 0.377 0.566 0.736
H -1.704 0.697 1.640
*
```

Values from the calculation:
E_LUMO = -0.078 eV

Löwdin atomic charges, in units of e: number 1, C, carries -0.081; number 2, C, carries -0.086; number 3, H, carries 0.066; number 4, C, carries -0.074; number 5, Cl, carries 0.639; number 6, C, carries -1.071; number 7, H, carries 0.081; number 8, H, carries 0.140; number 9, H, carries 0.124; number 10, C, carries -0.110; number 11, Br, carries 0.671; number 12, H, carries 0.113; number 13, C, carries -0.111; number 14, O, carries -0.188; number 15, H, carries 0.135; number 16, H, carries 0.135; number 17, C, carries -0.486; number 18, H, carries 0.103

---

no.,total energy (eV)
1,-153268.7308
2,-6315.3633
3,-18345.9178
4,-91998.2353